(1)
C25H26N4O4 | the ωB97M-V functional and the def2-TZVPD basis

Geometry as XYZ:
```
59
C25H26N4O4 the ωB97M-V functional and the def2-TZVPD basis
C -6.84 -1.48 -1.21
H -6.88 -0.50 -0.74
C -5.39 -1.94 -1.36
C -4.68 -1.96 -0.01
O -4.58 -0.68 0.59
C -3.63 0.19 0.19
C -3.63 1.43 0.84
C -2.68 2.37 0.56
C -1.67 2.10 -0.37
C -1.70 0.89 -1.05
C -2.67 -0.05 -0.79
H -2.65 -0.98 -1.34
H -0.98 0.70 -1.83
C -0.59 3.08 -0.54
C 0.74 2.74 -0.63
C 1.76 3.74 -0.53
O 1.59 4.96 -0.52
C 3.08 3.01 -0.39
O 4.20 3.47 -0.30
N 2.78 1.68 -0.39
C 3.78 0.66 -0.41
C 4.02 0.03 0.97
H 3.07 -0.29 1.39
H 4.46 0.78 1.64
C 4.96 -1.18 0.88
N 4.42 -2.18 0.00
C 3.29 -2.91 0.19
N 3.03 -3.67 -0.84
C 4.02 -3.44 -1.74
C 4.89 -2.51 -1.24
H 5.78 -2.08 -1.64
H 4.04 -3.95 -2.68
H 2.70 -2.86 1.08
H 5.10 -1.60 1.88
H 5.93 -0.87 0.49
H 3.48 -0.12 -1.12
H 4.71 1.13 -0.76
C 1.37 1.37 -0.56
C 0.81 0.55 0.57
C 0.43 -0.78 0.40
N -0.11 -1.51 1.35
C -0.30 -0.97 2.54
C 0.07 0.33 2.84
C 0.63 1.11 1.84
H 0.93 2.13 2.02
H -0.08 0.74 3.83
H -0.75 -1.61 3.28
H 0.57 -1.28 -0.55
H 1.25 0.81 -1.50
O -0.95 4.35 -0.49
H -0.13 4.92 -0.51
H -2.68 3.32 1.07
H -4.40 1.61 1.58
H -3.68 -2.42 -0.09
H -5.27 -2.55 0.71
H -5.36 -2.94 -1.79
H -4.87 -1.26 -2.04
H -7.40 -2.18 -0.59
H -7.32 -1.42 -2.18
```

As for the SMILES: CCCOc1ccc(/C(O)=C2/C(=O)C(=O)N(CCCn3ccnc3)[C@H]2c2cccnc2)cc1. For the LUMO energy, the calculation gives -0.5 eV. As for the HOMO energy: -8.705 eV. As for the largest force on an atom: 0.83 eV/Å. The value obtained for the frontier orbital gap is 8.189 eV. As for the spin multiplicity: 1. The calculation puts the total energy at -40497.7773 eV.

=====

(2)
C25H26N4O4 | the ωB97M-V functional and the def2-TZVPD basis

Geometry as XYZ:
```
59
C25H26N4O4 the ωB97M-V functional and the def2-TZVPD basis
C -2.53 -4.15 -0.12
C -2.32 -2.68 -0.15
C -1.19 -1.94 -0.32
N 0.17 -2.20 -0.48
C 0.91 -3.28 -0.13
O 0.44 -4.33 0.28
C 2.39 -3.04 -0.30
H 2.91 -3.99 -0.17
H 2.60 -2.67 -1.30
C 2.91 -2.03 0.74
C 4.42 -1.86 0.63
C 4.94 -0.71 1.50
C 5.07 0.61 0.74
N 3.81 1.14 0.27
C 3.33 0.97 -1.02
O 3.88 0.32 -1.88
C 2.08 1.76 -1.09
C 1.21 1.98 -2.14
C 0.12 2.81 -1.90
C -0.10 3.37 -0.66
C 0.77 3.15 0.40
C 1.87 2.34 0.16
C 2.99 1.94 1.05
O 3.21 2.24 2.20
H 0.61 3.58 1.37
H -0.97 4.00 -0.50
H -0.58 3.00 -2.70
H 1.38 1.53 -3.10
H 5.71 0.47 -0.14
H 5.51 1.37 1.39
H 4.29 -0.56 2.36
H 5.94 -0.96 1.88
H 4.69 -1.67 -0.41
H 4.90 -2.79 0.93
H 2.65 -2.38 1.74
H 2.41 -1.07 0.59
H 0.66 -1.35 -0.72
C -1.57 -0.53 -0.34
O -0.84 0.44 -0.45
N -2.94 -0.53 -0.17
C -3.69 0.59 0.21
C -4.63 0.51 1.24
C -5.35 1.64 1.59
C -5.14 2.84 0.93
C -4.20 2.92 -0.07
C -3.48 1.80 -0.45
H -2.73 1.85 -1.22
H -4.03 3.86 -0.58
H -5.71 3.71 1.21
H -6.08 1.57 2.39
H -4.76 -0.41 1.77
N -3.40 -1.83 0.03
C -4.69 -2.16 -0.51
H -5.38 -1.34 -0.34
H -4.65 -2.36 -1.59
H -5.07 -3.05 0.00
H -1.57 -4.64 0.01
H -2.98 -4.49 -1.05
H -3.19 -4.42 0.70
```

As for the SMILES: Cc1c(NC(=O)CCCCCN2C(=O)c3ccccc3C2=O)c(=O)n(-c2ccccc2)n1C. For the LUMO energy, the calculation gives -0.1 eV. As for the HOMO energy: -8.039 eV. As for the largest force on an atom: 0.68 eV/Å. The value obtained for the frontier orbital gap is 7.907 eV. As for the spin multiplicity: 1. The calculation puts the total energy at -40499.0713 eV.

=====

(3)
C25H26NOP | the ωB97M-V functional and the def2-TZVPD basis

Geometry as XYZ:
```
54
C25H26NOP the ωB97M-V functional and the def2-TZVPD basis
C -5.11 0.91 2.87
C -3.96 1.43 3.47
C -2.72 1.33 2.84
C -2.60 0.74 1.57
P -1.09 0.91 0.50
C -0.56 2.56 1.11
C 0.17 2.82 2.27
C 0.38 4.14 2.69
C -0.25 5.19 2.03
C -1.07 4.92 0.93
C -1.21 3.62 0.46
C 0.20 -0.42 0.88
C 1.41 0.22 1.42
N 2.39 0.63 1.91
O -1.37 0.82 -0.96
C -3.76 0.23 0.96
C -4.99 0.31 1.61
H -6.08 0.97 3.38
H -4.04 1.91 4.44
H -1.85 1.75 3.34
H 0.60 2.01 2.86
H 1.02 4.35 3.54
H -0.12 6.22 2.38
H -1.59 5.74 0.43
H -1.84 3.41 -0.40
H -0.37 -0.82 1.77
H -3.69 -0.22 -0.02
H -5.88 -0.10 1.14
C 1.21 -2.72 0.96
C 0.52 -1.65 0.04
C 1.28 -1.59 -1.30
C 0.64 -2.18 -2.42
C -0.67 -2.91 -2.37
C 1.30 -2.27 -3.64
C 2.61 -1.86 -3.81
C 3.29 -1.97 -5.14
C 3.30 -1.48 -2.66
C 2.68 -1.40 -1.41
C 3.67 -1.29 -0.29
H 0.48 -3.12 1.68
H 1.61 -3.56 0.37
H 2.05 -2.28 1.51
H -0.45 -2.06 -0.20
H -0.98 -3.12 -3.40
H -0.53 -3.87 -1.84
H -1.48 -2.35 -1.88
H 0.77 -2.74 -4.48
H 4.28 -1.50 -5.10
H 3.41 -3.02 -5.47
H 2.69 -1.47 -5.91
H 4.38 -1.34 -2.71
H 4.68 -1.09 -0.68
H 3.48 -0.50 0.44
H 3.73 -2.24 0.26
```

As for the SMILES: Cc1cc(C)c([C@@H](C)[C@@H](C#N)P(=O)(c2ccccc2)c2ccccc2)c(C)c1. For the LUMO energy, the calculation gives 0.4 eV. As for the HOMO energy: -8.476 eV. As for the largest force on an atom: 3.34 eV/Å. The value obtained for the frontier orbital gap is 8.925 eV. As for the spin multiplicity: 1. The calculation puts the total energy at -39173.2120 eV.